{"formula": "C21H66O27P6", "method": "ωB97M-V with the def2-TZVPD basis set", "homo_lumo_gap_ev": 9.53, "homo_ev": -9.5, "largest_force_ev_per_a": 2.1, "lumo_energy_ha": 0.001, "de_lowest_kj_mol": 0.00, "smiles": "COP(=O)(OC)OC.COP(=O)(OC)OC.COP(=O)(OC)OC.COP(=O)(OC)OC.COP(=O)(OC)OC.COP(=O)(OC)OC.CO.CO.CO", "elements": ["C", "O", "P", "O", "O", "C", "O", "C", "H", "H", "H", "H", "H", "H", "H", "H", "H", "C", "O", "P", "O", "O", "C", "O", "C", "H", "H", "H", "H", "H", "H", "H", "H", "H", "C", "O", "P", "O", "O", "C", "O", "C", "H", "H", "H", "H", "H", "H", "H", "H", "H", "C", "O", "P", "O", "O", "C", "O", "C", "H", "H", "H", "H", "H", "H", "H", "H", "H", "C", "O", "P", "O", "O", "C", "O", "C", "H", "H", "H", "H", "H", "H", "H", "H", "H", "C", "O", "P", "O", "O", "C", "O", "C", "H", "H", "H", "H", "H", "H", "H", "H", "H", "C", "O", "H", "H", "H", "H", "C", "O", "H", "H", "H", "H", "C", "O", "H", "H", "H", "H"], "coordinates": [[-12.7269, 18.2954, -17.2433], [-12.1602, 17.1771, -16.5721], [-11.3137, 16.1812, -17.4991], [-10.2647, 16.8372, -18.2963], [-12.3967, 15.4439, -18.4271], [-13.2645, 14.4555, -17.8633], [-10.7535, 15.1059, -16.4709], [-9.9402, 14.0863, -17.0411], [-12.2649, 18.6413, -18.1690], [-12.6239, 19.1584, -16.5790], [-13.8030, 18.1646, -17.3670], [-14.3041, 14.7625, -18.0017], [-13.1519, 14.3233, -16.7876], [-13.1099, 13.5563, -18.4592], [-9.2519, 13.7828, -16.2490], [-9.2212, 14.4211, -17.7939], [-10.5486, 13.2603, -17.4006], [-8.9244, 22.9067, -20.9426], [-8.2033, 21.7449, -20.5138], [-6.7964, 21.9735, -19.8101], [-6.7746, 22.6892, -18.5278], [-6.1362, 20.5129, -19.7516], [-6.0197, 19.6815, -20.8952], [-5.9308, 22.7097, -20.9259], [-4.6380, 23.2525, -20.6943], [-9.4198, 22.7897, -21.9012], [-8.2767, 23.7832, -21.0560], [-9.5575, 23.1707, -20.0935], [-6.4300, 18.6877, -20.7055], [-4.9638, 19.5392, -21.1320], [-6.5684, 20.1185, -21.7328], [-4.5601, 24.1948, -21.2283], [-3.9059, 22.5063, -21.0116], [-4.4648, 23.3997, -19.6254], [-8.2020, 17.3776, -15.1921], [-7.9314, 18.6943, -14.7399], [-9.1026, 19.7716, -14.4914], [-8.7073, 20.9871, -13.7691], [-9.7558, 19.9867, -15.9229], [-8.9832, 20.1991, -17.1005], [-10.2473, 18.8939, -13.7616], [-10.5179, 19.0555, -12.3672], [-9.1900, 17.0632, -14.8495], [-7.4893, 16.7124, -14.7003], [-8.0860, 17.2891, -16.2730], [-9.4568, 20.8527, -17.8268], [-8.6749, 19.2572, -17.5585], [-8.0302, 20.6721, -16.8438], [-11.5939, 19.1942, -12.2627], [-9.9699, 19.8813, -11.9210], [-10.2847, 18.1018, -11.8920], [-11.3806, 9.9836, -18.9237], [-10.8871, 11.2053, -19.4249], [-9.3070, 11.4537, -19.6075], [-8.9125, 12.7256, -20.2478], [-8.7449, 11.2797, -18.1489], [-7.3580, 11.4922, -17.8076], [-8.8541, 10.1716, -20.4320], [-8.9876, 10.1298, -21.8629], [-11.6845, 9.3547, -19.7587], [-12.1205, 10.0645, -18.1256], [-10.6500, 9.3821, -18.3618], [-6.9493, 10.5072, -17.5930], [-7.3475, 12.1085, -16.9116], [-6.8392, 12.0018, -18.6182], [-9.7226, 10.8363, -22.2548], [-9.4283, 9.1534, -22.0738], [-7.9885, 10.2882, -22.2580], [-11.6616, 17.6162, -24.0961], [-11.1626, 16.2737, -24.0973], [-12.1112, 15.0887, -23.6041], [-13.4833, 15.1298, -24.1228], [-11.2296, 13.8182, -24.0200], [-11.8303, 12.5290, -23.9392], [-11.9942, 15.2205, -22.0147], [-10.7875, 14.8100, -21.3666], [-12.3661, 17.6590, -24.9320], [-10.8991, 18.3671, -24.2721], [-12.2360, 17.7875, -23.1844], [-11.6460, 12.0144, -24.8795], [-12.9039, 12.5878, -23.7523], [-11.4014, 11.9561, -23.1137], [-9.9764, 14.5379, -22.0394], [-10.9823, 13.9846, -20.6804], [-10.4617, 15.6334, -20.7304], [-14.3185, 19.7221, -20.8389], [-12.9484, 19.3688, -21.0814], [-11.8748, 20.5502, -21.0613], [-12.2816, 21.6961, -21.8726], [-11.5534, 20.8156, -19.5194], [-12.2026, 21.8719, -18.7896], [-10.5587, 19.8356, -21.6360], [-9.8799, 18.8521, -20.8367], [-14.6005, 20.6821, -21.2786], [-14.4667, 19.6878, -19.7622], [-14.9463, 19.0500, -21.4230], [-12.5942, 21.3978, -17.8895], [-13.0863, 22.2207, -19.3255], [-11.5257, 22.6883, -18.5623], [-9.9440, 17.8965, -21.3601], [-10.2214, 18.7702, -19.8072], [-8.8346, 19.1661, -20.8135], [-4.5455, 16.5269, -17.7122], [-5.1993, 17.7316, -18.0638], [-4.4035, 15.9274, -18.6216], [-3.5441, 16.7420, -17.3409], [-5.1136, 15.9573, -16.9689], [-6.0733, 17.4916, -18.4251], [-7.5432, 15.8162, -19.6338], [-7.6937, 17.1476, -19.1591], [-6.9321, 15.6909, -20.5246], [-7.1476, 15.1831, -18.8271], [-8.5361, 15.4030, -19.8300], [-8.5954, 17.2434, -18.8000], [-7.8141, 13.2501, -23.5249], [-7.5485, 13.8192, -22.2646], [-7.1901, 12.3616, -23.6712], [-8.8591, 13.0558, -23.7940], [-7.5071, 13.9806, -24.2797], [-7.9715, 13.2642, -21.5633]], "lowdin_charge": [-0.10, -0.19, 0.43, -0.22, -0.20, -0.08, -0.20, -0.09, 0.07, 0.09, 0.09, 0.09, 0.09, 0.09, 0.10, 0.07, 0.08, -0.07, -0.22, 0.37, -0.22, -0.21, -0.10, -0.24, -0.08, 0.09, 0.09, 0.09, 0.07, 0.09, 0.09, 0.09, 0.09, 0.09, -0.09, -0.21, 0.41, -0.22, -0.21, -0.07, -0.24, -0.09, 0.08, 0.09, 0.08, 0.08, 0.08, 0.09, 0.08, 0.08, 0.09, -0.11, -0.21, 0.41, -0.22, -0.22, -0.04, -0.22, -0.06, 0.09, 0.09, 0.09, 0.10, 0.09, 0.09, 0.07, 0.10, 0.09, -0.08, -0.22, 0.38, -0.23, -0.23, -0.09, -0.20, -0.10, 0.09, 0.09, 0.08, 0.09, 0.09, 0.07, 0.07, 0.07, 0.06, -0.09, -0.23, 0.37, -0.22, -0.25, -0.07, -0.20, -0.07, 0.09, 0.08, 0.09, 0.08, 0.09, 0.09, 0.09, 0.06, 0.07, -0.18, -0.13, 0.07, 0.07, 0.07, 0.02, -0.13, -0.17, 0.09, 0.08, 0.05, 0.02, -0.17, -0.15, 0.07, 0.06, 0.08, 0.02]}